Here is a structure of composition C19H23F6MoO2 from the Open Molecules 2025 dataset. Energies are from wB97M-V/def2-TZVPD.

```
51
Properties=species:S:1:pos:R:3:lowdin_charge:R:1
Mo -0.66 -0.24 -0.04 1.509
C -2.27 -0.35 1.74 -0.189
C -1.29 0.62 2.13 -0.199
C -1.40 1.75 1.26 -0.177
H -0.70 0.57 3.04 0.095
C -2.41 1.46 0.29 -0.215
C -2.95 0.16 0.60 -0.220
H -3.82 -0.32 0.14 0.102
H -2.55 -1.24 2.28 0.101
H -0.94 2.71 1.43 0.087
H -2.80 2.15 -0.44 0.086
C -0.35 -1.86 -1.76 -0.201
C -1.76 -1.61 -1.62 -0.216
C -2.01 -0.29 -2.10 -0.242
H -2.50 -2.35 -1.32 0.106
C -0.78 0.28 -2.53 -0.189
C 0.25 -0.68 -2.30 -0.177
H 1.28 -0.61 -2.63 0.098
H 0.12 -2.82 -1.63 0.091
H -3.00 0.14 -2.24 0.096
H -0.68 1.18 -3.12 0.067
O 1.21 0.36 0.23 -0.461
C 1.33 3.34 -1.56 -0.338
C 1.99 2.91 -0.29 -0.157
C 0.01 3.99 -1.51 -0.091
C 1.88 2.78 -2.81 -0.091
C 1.93 1.54 0.59 -0.276
H 1.75 3.70 0.44 0.089
H 3.07 3.06 -0.47 0.093
H 2.96 1.20 0.72 0.085
H 1.59 1.83 1.61 0.086
H 0.00 4.97 -2.00 0.073
H -0.33 4.12 -0.47 0.067
H -0.73 3.36 -2.01 0.062
H 2.50 3.50 -3.37 0.072
H 1.07 2.44 -3.46 0.056
H 2.53 1.91 -2.58 0.084
C 1.82 -2.94 1.06 0.005
C 0.41 -2.85 1.60 -0.418
O -0.44 -1.99 0.93 -0.341
C -0.35 -4.25 1.48 -0.488
F 0.19 -5.26 2.20 0.119
F -1.66 -4.16 1.81 0.130
F -0.31 -4.61 0.16 0.105
C 0.53 -2.34 3.09 -0.501
F 1.35 -3.10 3.85 0.118
F 1.07 -1.08 3.06 0.107
F -0.66 -2.24 3.73 0.134
H 1.80 -3.09 -0.02 0.083
H 2.35 -3.77 1.55 0.089
H 2.35 -2.01 1.27 0.091
```

Spin multiplicity: 3
Total energy in Ha: -1555.58691
Orbital gap (alpha / beta) in eV: 5.063 / 5.349
Net charge: -1
⟨S²⟩: 2.01


Here is a cluster of 2 separate species, C19H23FN in total from the Open Molecules 2025 dataset. Energies are from wB97M-V/def2-TZVPD.

```
44
Properties=species:S:1:pos:R:3:lowdin_charge:R:1
C 1.57 -1.17 -1.30 -0.107
N 1.55 -0.15 -0.28 -0.193
C 1.44 1.24 -0.75 -0.159
C 2.53 2.24 -0.32 -0.172
C 3.16 1.99 1.05 -0.198
C 3.52 0.52 1.24 -0.172
C 2.41 -0.46 0.86 -0.181
H 2.60 -1.40 -1.65 0.109
H 1.17 -2.14 -0.92 0.087
H 0.94 -0.81 -2.11 0.074
H 1.40 1.23 -1.85 0.119
H 0.45 1.63 -0.43 0.099
H 3.32 2.21 -1.09 0.115
H 2.12 3.26 -0.37 0.118
H 4.07 2.60 1.15 0.118
H 2.45 2.29 1.84 0.113
H 4.40 0.28 0.63 0.115
H 3.81 0.32 2.28 0.120
H 1.74 -0.63 1.73 0.116
H 2.87 -1.44 0.63 0.118
F -2.83 2.29 3.06 0.056
C -2.45 0.99 2.80 -0.211
C -2.77 0.04 3.78 0.047
C -2.37 -1.29 3.52 -0.037
C -1.71 -1.61 2.34 -0.004
C -1.48 -0.65 1.31 -0.187
C -1.10 -1.20 0.05 0.082
C -1.61 -0.88 -1.23 -0.202
C -1.46 -1.85 -2.28 -0.013
C -1.63 -1.50 -3.61 -0.043
C -2.01 -0.19 -3.95 -0.014
C -2.40 0.69 -2.93 -0.036
C -2.29 0.32 -1.58 0.023
C -1.76 0.71 1.62 0.066
H -3.29 0.30 4.69 0.135
H -2.59 -2.06 4.25 0.125
H -1.45 -2.64 2.12 0.125
H -0.68 -2.20 0.13 0.122
H -1.16 -2.86 -2.01 0.129
H -1.45 -2.25 -4.40 0.125
H -2.09 0.09 -5.00 0.123
H -2.81 1.67 -3.20 0.122
H -2.70 0.94 -0.79 0.113
H -1.45 1.51 0.96 0.117
```

Total energy in Ha: -892.10554
Orbital gap in eV: 5.556
Net charge: +1


Here is the molecule C19H23N3O4S2 from the Open Molecules 2025 dataset. Energies are from wB97M-V/def2-TZVPD.

```
51
Properties=species:S:1:pos:R:3:lowdin_charge:R:1
C 3.35 2.30 -1.77 -0.121
C 4.76 1.78 -1.87 -0.272
H 5.46 2.38 -1.29 0.103
H 5.12 1.68 -2.89 0.099
S 4.87 0.11 -1.14 0.634
O 4.23 0.11 0.14 -0.286
O 6.23 -0.33 -1.24 -0.293
N 4.03 -0.83 -2.23 -0.058
C 2.69 -1.20 -2.28 -0.277
C 1.80 -0.75 -1.31 0.016
C 0.45 -1.10 -1.38 -0.155
C 0.00 -1.92 -2.42 -0.029
C 0.90 -2.37 -3.37 -0.072
C 2.23 -2.02 -3.31 -0.025
H 2.93 -2.38 -4.05 0.110
H 0.55 -3.00 -4.18 0.107
H -1.04 -2.18 -2.46 0.107
C -0.47 -0.64 -0.36 -0.213
N -1.71 -0.98 -0.34 0.128
N -2.34 -0.39 0.69 -0.222
S -3.75 -1.10 1.27 0.651
O -4.85 -0.70 0.43 -0.288
O -3.81 -0.77 2.66 -0.276
C -3.47 -2.88 1.04 -0.273
C -2.34 -3.32 1.94 -0.118
H -1.39 -2.91 1.59 0.068
H -2.53 -2.95 2.95 0.075
H -2.26 -4.40 1.97 0.080
H -4.41 -3.35 1.29 0.103
H -3.25 -3.00 -0.02 0.088
C -1.43 0.37 1.55 -0.229
C -1.91 1.78 1.78 -0.182
C -3.13 2.22 1.29 -0.021
C -3.53 3.53 1.52 -0.068
C -2.73 4.39 2.24 -0.092
C -1.51 3.95 2.73 -0.085
C -1.11 2.65 2.50 -0.043
H -0.16 2.31 2.89 0.116
H -0.88 4.62 3.30 0.101
H -3.05 5.41 2.42 0.100
H -4.49 3.86 1.14 0.105
H -3.76 1.55 0.73 0.092
H -1.38 -0.14 2.53 0.151
C -0.09 0.28 0.78 -0.028
H 0.72 -0.13 1.38 0.129
H 0.20 1.26 0.41 0.130
H 2.17 -0.14 -0.51 0.083
H 4.65 -1.30 -2.88 0.121
H 3.02 2.27 -0.73 0.073
H 3.30 3.33 -2.12 0.082
H 2.68 1.69 -2.37 0.073
```

Total energy in Ha: -1999.38523
SMILES: CCS(=O)(=O)Nc1cccc(C2=NN(S(=O)(=O)CC)[C@H](c3ccccc3)C2)c1
Orbital gap in eV: 8.620
Net charge: 0


Here is a structure of composition C19H23N4PPdS3 from the Open Molecules 2025 dataset. Energies are from wB97M-V/def2-TZVPD.

```
51
Properties=species:S:1:pos:R:3:lowdin_charge:R:1
Pd 1.67 -0.55 -0.12 0.311
N 0.40 0.74 -1.29 -0.111
C -0.68 1.32 -0.48 -0.279
C -1.72 0.32 0.00 -0.305
N -1.18 -0.72 0.85 -0.020
H 1.08 1.46 -1.50 0.058
H 0.03 0.38 -2.17 -0.026
H -1.22 2.09 -1.05 0.104
H -0.22 1.79 0.39 0.102
H -2.20 -0.15 -0.87 0.088
H -2.50 0.93 0.49 0.095
H -1.90 -1.22 1.35 0.060
H -0.47 -0.38 1.51 -0.022
S -1.30 0.10 -5.63 -0.380
P -0.01 -2.58 -4.41 0.661
S -1.19 -0.94 -3.83 -0.126
C 1.73 -1.96 -4.50 -0.415
C 2.47 -2.43 -5.59 -0.138
C 3.81 -2.09 -5.75 -0.123
C 4.43 -1.27 -4.81 -0.121
C 3.70 -0.79 -3.73 -0.097
C 2.36 -1.13 -3.58 -0.096
C 0.12 -3.51 -2.82 -0.430
C 0.01 -2.98 -1.54 -0.128
C 0.14 -3.80 -0.42 -0.098
C 0.39 -5.16 -0.57 -0.115
C 0.50 -5.70 -1.84 -0.125
C 0.36 -4.88 -2.95 -0.145
H 1.98 -3.06 -6.32 0.079
H 4.36 -2.46 -6.60 0.084
H 5.47 -1.01 -4.93 0.086
H 4.17 -0.17 -2.98 0.090
H 1.85 -0.73 -2.69 0.037
H -0.17 -1.93 -1.33 0.033
H 0.07 -3.34 0.55 0.089
H 0.51 -5.78 0.31 0.088
H 0.70 -6.76 -1.97 0.083
H 0.43 -5.31 -3.95 0.080
C 5.83 -2.86 4.02 -0.062
C 4.82 -2.39 3.00 -0.388
C 4.88 -2.80 1.68 -0.065
C 3.94 -2.26 0.83 -0.170
N 3.01 -1.40 1.23 -0.123
C 2.96 -1.07 2.57 -0.921
S 1.72 -0.07 3.16 0.368
N 3.89 -1.56 3.44 0.056
H 6.26 -3.82 3.74 0.060
H 5.35 -2.93 5.00 0.066
H 6.64 -2.13 4.10 0.069
H 5.63 -3.50 1.32 0.085
H 3.92 -2.50 -0.23 0.094
```

Total energy in Ha: -2620.69901
Orbital gap in eV: 5.006
Net charge: -2


Here is the molecule C19H23N5O from the Open Molecules 2025 dataset. Energies are from wB97M-V/def2-TZVPD.

```
48
Properties=species:S:1:pos:R:3:lowdin_charge:R:1
O 2.56 1.32 -0.12 0.029
N -1.61 -0.61 -0.58 0.148
N 0.30 -0.23 3.61 0.136
C 1.56 0.80 0.42 -0.323
C -0.67 -0.19 0.23 -0.261
C 0.38 0.16 2.36 -0.298
C 0.48 0.26 -0.41 -0.028
C 0.21 0.04 -1.75 -0.110
C -0.66 3.46 -5.36 -0.095
C -0.42 2.22 -5.93 -0.080
C -0.33 3.69 -4.03 -0.073
C 0.19 1.22 -5.15 -0.056
C 0.25 2.69 -3.23 -0.012
C 0.49 1.42 -3.79 -0.233
N -1.08 -0.46 -1.81 -0.114
N 1.50 0.78 1.81 0.024
N -0.71 -0.21 1.61 0.047
C 1.12 0.32 -2.96 -0.049
C -1.79 -0.92 -3.05 0.023
C 2.55 1.36 2.63 -0.016
C -0.18 -2.79 5.39 -0.080
C 0.53 -2.91 3.00 -0.069
C -1.76 -0.68 2.50 -0.064
C -0.64 -2.45 3.94 -0.370
C -0.95 -0.98 3.77 -0.315
H -1.11 4.26 -5.90 0.093
H -0.74 2.01 -6.94 0.098
H -0.65 4.58 -3.57 0.089
H 0.48 0.27 -5.60 0.112
H 0.45 2.86 -2.17 0.119
H 1.22 -0.54 -3.58 0.101
H 2.11 0.60 -2.58 0.127
H -2.00 -0.04 -3.65 0.079
H -1.10 -1.62 -3.53 0.090
H -2.77 -1.38 -2.81 0.094
H 2.16 1.62 3.62 0.092
H 3.38 0.67 2.75 0.092
H 2.99 2.28 2.18 0.098
H 0.71 -2.21 5.68 0.084
H -0.05 -3.86 5.52 0.072
H -0.97 -2.46 6.07 0.069
H 0.46 -2.61 1.94 0.081
H 1.49 -2.61 3.44 0.075
H 0.54 -3.99 2.97 0.063
H -2.29 -1.55 2.11 0.122
H -2.51 0.10 2.65 0.122
H -1.54 -3.05 3.71 0.134
H -1.56 -0.61 4.59 0.133
```

Total energy in Ha: -1086.84099
SMILES: CC(C)[C@@H]1CN2C(=N1)N(C)C(=O)c1c2nn(C)c1Cc1ccccc1
Orbital gap in eV: 8.604
Net charge: 0


Here is a structure of composition C19H23N6OReS from the Open Molecules 2025 dataset. Energies are from wB97M-V/def2-TZVPD.

```
51
Properties=species:S:1:pos:R:3:lowdin_charge:R:1
Re -0.42 0.44 -0.77 1.290
C -3.80 -2.21 -1.44 0.030
C -2.82 -1.11 -1.38 -0.197
N -1.66 -1.19 -0.79 -0.182
N -1.35 -2.35 -0.12 0.043
C -0.59 -2.11 0.90 -0.698
N -0.22 -3.05 1.76 0.157
S -0.02 -0.43 1.23 0.817
C -3.12 0.24 -1.89 -0.177
C -4.27 0.56 -2.56 0.064
C -4.49 1.88 -2.96 0.054
C -3.53 2.84 -2.68 0.029
C -2.39 2.46 -1.99 -0.056
N -2.18 1.19 -1.59 -0.057
H -4.62 -2.02 -0.74 0.132
H -3.34 -3.16 -1.18 0.092
H -4.24 -2.28 -2.44 0.109
H -0.59 -3.99 1.67 0.145
H 0.36 -2.85 2.56 0.122
H -5.01 -0.20 -2.77 0.140
H -5.40 2.15 -3.49 0.148
H -3.66 3.87 -2.97 0.143
H -1.63 3.19 -1.75 0.111
C 0.08 2.68 0.26 -0.206
C 0.64 2.56 1.54 -0.083
C 1.98 2.26 1.69 -0.032
C 2.77 2.04 0.57 -0.010
C 2.23 2.15 -0.71 -0.057
C 0.89 2.51 -0.88 -0.226
H -0.92 3.10 0.18 0.110
H 0.02 2.75 2.41 0.138
H 2.42 2.20 2.68 0.139
H 3.82 1.81 0.69 0.135
H 2.87 2.03 -1.58 0.122
H 0.55 2.83 -1.86 0.117
N 0.76 -0.43 -2.02 0.029
C 1.55 -1.06 -2.65 -0.119
N 2.37 -1.73 -3.32 -0.003
C 2.12 -3.17 -3.68 -0.032
C 2.36 -3.33 -5.18 -0.163
O 3.64 -2.87 -5.51 -0.085
C 3.77 -1.48 -5.31 -0.162
C 3.67 -1.16 -3.83 -0.033
H 1.10 -3.43 -3.39 0.139
H 2.84 -3.76 -3.11 0.150
H 1.59 -2.79 -5.75 0.141
H 2.31 -4.39 -5.43 0.153
H 3.02 -0.93 -5.88 0.141
H 4.76 -1.19 -5.66 0.153
H 3.67 -0.09 -3.64 0.134
H 4.46 -1.65 -3.26 0.151
```

Spin multiplicity: 2
Total energy in Ha: -1617.04358
Orbital gap (alpha / beta) in eV: 6.532 / 5.990
Net charge: +3
⟨S²⟩: 0.77


Let's list strongest force on any atom in order: 3.154 1.936 1.389 0.516 4.486 0.134 eV Å⁻¹.